121
Properties=species:S:1:pos:R:3:forces:R:3 method="wB97M-V/def2-TZVPD" e_lumo_ev="-5.55 / -5.56" energy_ev=-116070.55407 fmax_ha_per_bohr=0.0066 total_charge=+2 multiplicity=4 gap_ev="6.03 / 6.02"
Cr -0.9085 -1.2708 0.3311 -0.15 0.04 -0.11
C 2.6299 4.2121 2.9009 0.00 -0.05 -0.04
C 2.1025 3.0230 2.1384 0.09 0.09 0.07
C 2.9204 2.2198 1.3747 0.06 0.04 -0.04
C 2.3993 1.1549 0.6237 -0.04 0.13 0.04
C 3.1486 0.1722 -0.0878 -0.07 0.00 -0.20
N 4.1996 -0.4412 0.3522 0.11 -0.13 0.13
C 4.7280 -0.3848 1.7262 0.00 -0.02 0.00
C 3.9249 -1.2318 2.7149 -0.04 -0.04 0.03
C 2.5264 -0.7049 3.0854 -0.01 -0.01 0.05
N 2.1234 -1.3236 4.3529 0.12 0.07 -0.08
C 1.3944 -2.3744 4.6123 -0.05 -0.05 0.04
C 0.4618 -3.1598 3.8866 -0.06 -0.02 -0.06
C 0.3273 -4.4634 4.4386 0.05 0.06 0.05
C -0.5461 -5.4063 3.9659 -0.02 -0.11 0.05
C -0.6000 -6.8056 4.5221 0.01 0.03 -0.02
C -1.4509 -4.9534 3.0049 -0.04 0.02 -0.06
C -1.4066 -3.6873 2.4449 0.06 -0.05 0.10
C -2.5746 -3.2556 1.7055 -0.08 -0.06 0.04
N -2.6362 -2.2339 0.9480 0.11 0.12 -0.12
C -3.9622 -1.6942 0.6338 0.04 0.01 0.00
C -4.1666 -0.3787 1.3763 0.05 -0.03 0.00
C -3.3782 0.7651 0.7593 0.05 0.01 0.03
N -1.9221 0.5917 0.8667 -0.06 -0.04 -0.05
C -1.2698 1.5760 1.3508 -0.11 0.00 0.01
C 0.1769 1.6951 1.4080 0.00 0.05 -0.01
C 0.7350 2.7167 2.1531 -0.05 -0.02 0.04
C 1.0072 0.8947 0.5827 0.01 0.05 0.06
O 0.5883 -0.0848 -0.1334 -0.19 -0.28 0.00
C -0.3858 -2.7448 2.7987 0.04 -0.04 0.02
O -0.2969 -1.5867 2.2503 0.13 0.06 -0.01
H 3.7055 4.3238 2.7680 -0.02 -0.02 -0.01
H 2.1595 5.1373 2.5604 0.03 -0.03 0.03
H 2.4289 4.1224 3.9695 -0.01 -0.01 0.00
H 3.9779 2.4543 1.3102 -0.02 0.00 0.01
H 2.7583 -0.1828 -1.0391 0.02 0.03 0.02
H 4.5902 -1.1575 -0.2477 0.03 0.03 0.02
H 5.7492 -0.7565 1.6839 0.00 -0.02 -0.03
H 4.7777 0.6449 2.0577 0.00 0.06 -0.01
H 3.8499 -2.2630 2.3573 -0.01 0.03 -0.01
H 4.5319 -1.2656 3.6243 0.01 0.00 -0.01
H 2.5490 0.3729 3.2513 -0.01 -0.01 0.00
H 1.7644 -0.9177 2.3444 -0.02 -0.04 -0.01
H 2.6605 -0.9958 5.1457 -0.01 0.00 -0.02
H 1.5528 -2.7250 5.6288 -0.01 -0.01 0.00
H 0.9709 -4.7251 5.2744 -0.02 0.01 -0.03
H 0.3150 -7.3536 4.2920 -0.02 0.02 -0.01
H -0.7184 -6.7988 5.6064 0.01 0.01 -0.02
H -1.4332 -7.3644 4.0981 0.01 0.03 0.01
H -2.2614 -5.6125 2.7050 0.03 0.02 0.00
H -3.4954 -3.8043 1.9184 0.00 0.00 0.00
H -4.0361 -1.5062 -0.4339 -0.01 -0.01 -0.01
H -4.7359 -2.4167 0.9020 0.01 -0.04 0.05
H -5.2255 -0.1183 1.3361 0.00 0.01 -0.04
H -3.9030 -0.4928 2.4306 -0.02 -0.01 0.02
H -3.6205 0.8297 -0.3056 0.01 -0.01 -0.03
H -3.6729 1.7115 1.2181 0.01 0.04 0.01
H -1.8179 2.4468 1.7212 -0.02 0.01 0.00
H 0.0722 3.3350 2.7518 0.00 -0.04 -0.01
C -5.7871 -1.8608 -3.9949 -0.02 0.03 -0.02
C -5.3786 -2.7984 -3.0545 0.02 -0.03 0.04
C -4.1194 -2.7065 -2.4856 0.00 0.03 -0.08
C -3.2495 -1.6721 -2.8468 0.02 0.03 -0.12
C -3.6606 -0.7476 -3.8039 -0.03 0.03 0.07
C -4.9274 -0.8410 -4.3702 0.02 0.00 0.01
P -1.5890 -1.6436 -2.0862 0.00 0.08 0.18
C -0.5521 -0.6328 -3.1800 0.08 -0.03 -0.02
C 0.4834 -1.1993 -3.9215 -0.04 0.05 -0.04
C 1.2660 -0.4026 -4.7474 0.00 -0.02 0.00
C 1.0114 0.9571 -4.8511 0.00 -0.01 -0.01
C -0.0109 1.5282 -4.1051 -0.02 -0.03 0.05
C -0.7728 0.7420 -3.2526 0.09 0.03 -0.03
C -1.0106 -3.3347 -2.3170 -0.03 -0.04 -0.01
C -1.3343 -4.1160 -3.3959 0.00 0.01 0.01
C -0.6781 -5.3478 -3.5926 0.01 -0.02 0.00
C 0.3234 -5.7332 -2.7454 -0.01 -0.03 -0.03
C 0.6988 -4.9302 -1.6413 -0.04 0.10 0.03
C 1.7925 -5.2662 -0.8083 0.00 0.00 0.00
C 2.1528 -4.4198 0.1989 0.02 -0.02 0.01
C 1.3967 -3.2524 0.4626 -0.07 -0.02 -0.04
C 0.2785 -2.8984 -0.2616 0.04 -0.04 0.09
C -0.0194 -3.7322 -1.3831 0.07 -0.05 -0.04
H -6.7701 -1.9362 -4.4426 0.03 0.01 0.01
H -6.0386 -3.6100 -2.7753 0.02 0.02 0.00
H -3.7969 -3.4604 -1.7772 0.00 -0.03 0.02
H -2.9937 0.0401 -4.1281 -0.03 -0.03 -0.01
H -5.2330 -0.1192 -5.1169 0.01 -0.02 0.02
H 0.6739 -2.2631 -3.8699 0.00 -0.01 0.01
H 2.0610 -0.8526 -5.3290 -0.01 0.01 0.02
H 1.6062 1.5713 -5.5159 -0.02 -0.01 0.02
H -0.2094 2.5890 -4.1720 0.00 -0.01 -0.03
H -1.5485 1.2076 -2.6518 0.01 -0.01 0.01
H -2.0792 -3.7858 -4.1103 0.02 -0.01 0.01
H -0.9484 -5.9687 -4.4367 0.00 0.01 0.02
H 0.8573 -6.6608 -2.9194 -0.02 0.03 0.00
H 2.3425 -6.1805 -0.9971 -0.01 0.02 0.01
H 3.0071 -4.6601 0.8245 -0.03 0.01 -0.02
H 1.7079 -2.6461 1.3047 0.00 0.00 0.01
Te 0.4252 4.0826 -1.4909 0.02 0.23 0.10
C -0.7804 5.4186 -0.3723 -0.01 -0.04 -0.04
C -0.5261 5.6559 0.9758 0.04 0.02 -0.01
C -1.3231 6.5306 1.7022 -0.04 0.02 -0.02
C -2.3943 7.1656 1.0860 0.03 -0.03 -0.02
C -2.6573 6.9287 -0.2566 0.02 0.00 0.03
C -1.8525 6.0609 -0.9851 -0.01 -0.01 -0.03
C 2.0387 5.4059 -1.8436 0.00 -0.02 0.01
C 2.6933 6.0312 -0.7869 0.00 -0.02 0.00
C 3.7549 6.8894 -1.0360 0.00 -0.01 -0.02
C 4.1853 7.1062 -2.3392 -0.04 -0.03 -0.01
C 3.5420 6.4727 -3.3929 0.00 0.02 0.05
C 2.4629 5.6312 -3.1482 -0.02 -0.01 -0.03
H 0.3145 5.1696 1.4537 -0.03 0.03 -0.03
H -1.1059 6.7229 2.7464 0.00 0.00 -0.03
H -3.0166 7.8500 1.6484 0.01 -0.02 -0.01
H -3.4844 7.4297 -0.7438 0.02 -0.01 0.01
H -2.0523 5.8954 -2.0364 0.00 0.00 0.02
H 2.3681 5.8616 0.2327 0.00 0.00 -0.01
H 4.2487 7.3893 -0.2119 -0.01 -0.01 -0.01
H 5.0150 7.7737 -2.5321 -0.01 -0.01 0.00
H 3.8664 6.6466 -4.4107 0.00 0.00 0.01
H 1.9434 5.1678 -3.9792 0.02 0.02 0.03